i) # C5H14N2O

The molecule C5H14N2O (ωB97M-V with the def2-TZVPD basis set, the OMol25 dataset).

Geometry as XYZ:
```
22
Properties=species:S:1:pos:R:3:nbo_charge:R:1
C -0.6795 0.9704 -0.8104 0.122
C 0.3761 -0.8699 0.7097 0.154
C 0.5337 0.0074 -0.5430 -0.281
C -0.6428 -1.9895 0.6379 -0.636
C 1.8276 0.8213 -0.4758 -0.621
N -1.0174 1.8507 0.2871 -0.851
N -1.8998 0.2997 -1.2409 -0.833
O 0.2746 -0.1912 1.9144 -0.754
H 1.3678 -0.3716 1.8525 0.508
H -0.3567 1.5993 -1.6524 0.166
H 1.5026 -1.3794 0.8875 0.087
H 0.5964 -0.6660 -1.4056 0.202
H -1.7159 -0.5733 -1.7194 0.349
H -0.9622 1.3748 1.1806 0.380
H -0.4309 2.6731 0.3101 0.365
H -2.5054 0.1315 -0.4476 0.361
H -1.6350 -1.5499 0.7422 0.213
H -0.5996 -2.5240 -0.3093 0.211
H -0.4989 -2.6738 1.4720 0.221
H 1.8084 1.5095 0.3688 0.211
H 2.6901 0.1630 -0.3625 0.207
H 1.9669 1.3879 -1.3958 0.218
```

Results
SMILES: C[C@H](O)[C@H](C)C(N)N
LUMO: 0.61 eV
HOMO-LUMO gap: 9.3 eV

***

ii) # C5H14N2O

The molecule C5H14N2O (ωB97M-V with the def2-TZVPD basis set, the OMol25 dataset).

Geometry as XYZ:
```
22
Properties=species:S:1:pos:R:3:nbo_charge:R:1
C 1.4690 -0.2011 -0.7101 -0.435
C 2.2714 1.0218 -0.2841 -0.604
C 0.4394 -0.6137 0.3467 0.260
O -0.1725 -1.8575 0.0215 -0.440
H 0.9679 -0.8655 1.2790 0.182
H 2.1384 -1.0546 -0.8439 0.211
H 0.9675 -0.0286 -1.6631 0.209
H 1.6224 1.8838 -0.1607 0.212
H 2.7666 0.8359 0.6663 0.203
H 3.0304 1.2549 -1.0279 0.208
C -1.1642 1.1737 -0.3627 -0.406
C -1.3963 0.0889 1.7594 -0.399
N -0.4974 0.4265 0.6760 -0.471
N -1.0400 -1.7236 -1.1865 -0.553
H -1.9129 -2.1823 -0.9124 0.349
H -0.5697 -2.3280 -1.8621 0.346
H -0.4778 1.4254 -1.1645 0.201
H -1.5480 2.0962 0.0738 0.189
H -2.0070 0.6192 -0.7894 0.180
H -0.8792 -0.5256 2.4940 0.202
H -1.7249 1.0133 2.2388 0.193
H -2.2830 -0.4591 1.4121 0.165
```

Results
SMILES: CC[C@H](ON)N(C)C
LUMO: 1.03 eV
HOMO-LUMO gap: 9.3 eV

***

iii) # C5H14N2O

The molecule C5H14N2O (ωB97M-V with the def2-TZVPD basis set, the OMol25 dataset).

Geometry as XYZ:
```
22
Properties=species:S:1:pos:R:3:nbo_charge:R:1
C -1.0744 0.7128 -0.2958 0.582
C 0.9092 -0.4217 0.5989 -0.051
C -0.9425 0.8335 -1.8113 -0.671
C 1.7150 -1.0076 -0.5547 -0.629
C 1.0936 -1.2160 1.8820 -0.608
N -0.6825 -0.4946 0.3025 -0.642
N -0.7014 1.8689 0.4330 -0.886
O -2.6779 0.3846 -0.0891 -0.810
H -2.8537 0.2632 0.8509 0.465
H -0.8827 -1.2708 -0.3156 0.367
H 1.2392 0.6033 0.7812 0.206
H -0.0171 2.4451 -0.0360 0.372
H -1.5045 2.3987 0.7438 0.400
H 0.0343 1.2060 -2.1121 0.208
H -1.7219 1.5111 -2.1568 0.236
H -1.1341 -0.1206 -2.2965 0.219
H 1.3677 -2.0121 -0.7961 0.202
H 2.7702 -1.0701 -0.2862 0.213
H 1.6445 -0.3816 -1.4434 0.205
H 2.1321 -1.1725 2.2109 0.200
H 0.8219 -2.2585 1.7232 0.201
H 0.4650 -0.8010 2.6673 0.222
```

Results
SMILES: CC(C)N[C@](C)(N)O
LUMO: 0.94 eV
HOMO-LUMO gap: 9.8 eV

***

iv) # C5H14N2O

The molecule C5H14N2O (ωB97M-V with the def2-TZVPD basis set, the OMol25 dataset).

Geometry as XYZ:
```
22
Properties=species:S:1:pos:R:3:nbo_charge:R:1
C 0.6811 -0.2105 -0.2928 -0.232
N -0.0859 -1.0728 0.6321 -0.676
C 0.1548 -2.5013 0.4983 0.098
O -0.7345 -3.0593 -0.4338 -0.724
C -0.1621 0.9536 -0.8061 -0.042
C -0.7866 1.7135 0.3838 -0.423
C 0.2076 2.1238 1.4500 -0.639
N 0.7553 1.8629 -1.5190 -0.868
H 1.6100 0.1101 0.1664 0.191
H 0.9244 -0.8673 -1.1068 0.201
H -0.0338 -0.8140 1.6078 0.371
H 1.2012 -2.6973 0.2450 0.147
H 0.0053 -2.9505 1.4888 0.146
H -1.4788 -2.4334 -0.4124 0.475
H -1.0021 0.5829 -1.3888 0.180
H -1.3284 2.6008 0.0620 0.206
H -1.4956 0.9742 0.7465 0.222
H 1.2361 2.1514 1.0920 0.219
H 0.0322 3.1154 1.8896 0.215
H 0.2049 1.5032 2.3592 0.202
H 0.5934 2.8364 -1.3273 0.365
H 0.8502 1.6760 -2.5031 0.368
```

Results
SMILES: CC[C@@H](N)CNCO
LUMO: 0.98 eV
HOMO-LUMO gap: 10.1 eV

***

Which structure is the least stable? The one labeled ii).

***

i) # C5H14N2O

A cluster of 2 separate species, C5H14N2O in total (ωB97M-V with the def2-TZVPD basis set, the OMol25 dataset).

Geometry as XYZ:
```
22
Properties=species:S:1:pos:R:3:nbo_charge:R:1
C 0.7495 -1.8308 -0.6136 -0.240
C -0.2256 -1.1810 0.3891 -0.451
C -1.2684 -0.2546 -0.2428 -0.274
C -0.9036 0.9789 -0.5662 -0.007
N -1.7594 1.9693 -1.1071 -0.613
C -1.4215 3.3266 -0.7271 -0.415
N 0.7920 -1.3825 -2.0187 -0.819
H 1.8069 -1.8519 -0.3328 0.194
H 0.6422 -2.9050 -0.6225 0.189
H -0.7809 -1.9754 0.8961 0.219
H 0.3192 -0.5422 1.0789 0.216
H -2.3429 -0.4130 -0.2903 0.197
H 0.1375 1.2851 -0.5534 0.178
H -2.7112 1.7784 -0.8292 0.362
H -0.7461 3.8277 -1.4270 0.193
H -2.3329 3.9158 -0.6392 0.202
H -0.9698 3.4376 0.2704 0.174
H 0.5916 -0.3882 -2.0360 0.349
H 0.0067 -1.7774 -2.5151 0.345
H 4.0834 -1.7679 4.1876 0.464
H 3.2254 -0.5721 4.1350 0.463
O 3.1748 -1.5261 3.9719 -0.927
```

Results
SMILES: CN/C=C/CCN.O
LUMO: 0.85 eV
HOMO-LUMO gap: 9.0 eV

***

ii) # C5H14N2O

A structure of composition C5H14N2O (ωB97M-V with the def2-TZVPD basis set, the OMol25 dataset).

Geometry as XYZ:
```
22
Properties=species:S:1:pos:R:3:nbo_charge:R:1
C -0.3322 0.6106 1.5972 -0.016
C 0.2072 -0.5089 2.4537 -0.643
N 0.5355 1.5936 1.2414 -0.782
H 0.0282 2.4277 0.9554 0.366
H 1.0168 1.2755 0.2092 0.379
H -1.3604 0.9038 1.8114 0.196
H -0.4869 -0.0588 0.3144 0.137
H -0.4683 -1.3651 2.4666 0.211
H 0.3375 -0.1562 3.4810 0.223
H 1.1809 -0.8352 2.0895 0.217
C -1.2847 -0.3883 -1.7590 -0.632
C 0.7844 -1.5447 -0.7991 -0.619
C -0.0134 -0.2557 -0.9369 0.062
O 0.0815 1.9230 -1.7003 -0.622
N 0.8171 0.8080 -1.1367 -0.272
H 0.7910 2.4625 -2.0666 0.474
H -1.8937 0.5109 -1.7009 0.234
H -1.0322 -0.5550 -2.8089 0.223
H 1.7192 -1.3712 -0.2661 0.224
H 1.0278 -1.9395 -1.7876 0.221
H 0.2099 -2.2965 -0.2552 0.208
H -1.8651 -1.2406 -1.4024 0.211
```

Results
LUMO: 0.91 eV
HOMO-LUMO gap: 9.2 eV

***

iii) # C5H14N2O

The molecule C5H14N2O (ωB97M-V with the def2-TZVPD basis set, the OMol25 dataset).

Geometry as XYZ:
```
22
Properties=species:S:1:pos:R:3:nbo_charge:R:1
C -1.0002 0.8844 -0.5387 0.106
C -0.1053 -1.1833 0.5208 0.102
C 0.3104 0.1814 -0.1999 -0.241
C 1.0593 -2.1710 0.5625 -0.637
C 1.2220 1.0024 0.7022 -0.619
N -1.7557 0.1118 -1.4889 -0.834
N -0.7501 2.2802 -1.0971 -0.867
O -0.5867 -0.8686 1.8121 -0.737
H -0.6884 -1.6789 2.3221 0.471
H -1.5993 1.0087 0.3679 0.195
H -0.9233 -1.6241 -0.0669 0.186
H 0.8264 -0.0829 -1.1292 0.193
H -1.2557 0.0564 -2.3711 0.348
H -2.6471 0.5592 -1.6659 0.370
H -0.4227 2.9269 -0.3898 0.357
H -0.0679 2.2465 -1.8504 0.344
H 1.4343 -2.3573 -0.4407 0.214
H 1.8669 -1.7850 1.1808 0.206
H 0.7312 -3.1203 0.9869 0.203
H 2.1158 0.4374 0.9565 0.210
H 1.5354 1.9187 0.2054 0.206
H 0.7007 1.2575 1.6215 0.223
```

Results
SMILES: C[C@H](C(N)N)[C@@H](C)O
LUMO: 0.94 eV
HOMO-LUMO gap: 10.0 eV

***

iv) # C5H14N2O

A cluster of 2 separate species, C5H14N2O in total (ωB97M-V with the def2-TZVPD basis set, the OMol25 dataset).

Geometry as XYZ:
```
22
Properties=species:S:1:pos:R:3:nbo_charge:R:1
C -0.8010 0.8077 1.9233 -0.104
O -0.6965 0.1887 3.2031 -0.719
C -1.9358 0.0666 1.2475 -0.185
C -2.8627 0.7011 0.5325 -0.397
H 0.1530 0.6715 1.3908 0.160
H -1.0216 1.8693 1.9314 0.170
H 0.0374 0.5291 3.6846 0.470
H -2.0420 -0.9935 1.4366 0.211
H -3.7639 0.1464 0.3012 0.201
H -2.6976 1.6720 0.0869 0.194
C 0.2716 -1.2727 -0.9093 -0.426
N 1.3201 -1.2816 -1.9460 -0.638
C 2.3232 -0.2542 -1.7143 -0.058
N 1.9336 1.0701 -2.1914 -0.830
H -0.4003 -2.1076 -1.0777 0.210
H 0.7189 -1.2034 0.0870 0.165
H -0.2925 -0.3483 -1.0530 0.190
H 1.7486 -2.1968 -1.9897 0.355
H 3.2292 -0.5433 -2.2486 0.183
H 2.5546 -0.1018 -0.6498 0.148
H 1.5831 1.0157 -3.1404 0.357
H 1.1877 1.4041 -1.6122 0.344
```

Results
SMILES: C=CCO.CNCN
LUMO: 0.81 eV
HOMO-LUMO gap: 9.8 eV

***

Which structure is the least stable? The one labeled ii).

***

i) # C5H14N2O

The molecule C5H14N2O (ωB97M-V with the def2-TZVPD basis set, the OMol25 dataset).

Geometry as XYZ:
```
22
Properties=species:S:1:pos:R:3:nbo_charge:R:1
C -2.0061 -0.2432 -0.2685 0.140
C 0.6247 -0.7790 -0.3838 -0.045
C -0.5158 -0.2767 -1.1709 -0.450
C 1.8048 0.5640 -0.5597 -0.243
C -2.0802 1.0334 0.5539 -0.644
N 0.4775 -1.0978 0.9941 -0.857
N 2.7130 0.4824 0.5726 -0.863
O -2.2624 -1.4028 0.4743 -0.742
H -1.4920 -1.5581 1.0446 0.494
H -2.7822 -0.2227 -1.0419 0.169
H 1.0733 -1.6375 -0.8929 0.186
H 1.1787 -1.7595 1.3013 0.378
H 0.5808 -0.2469 1.5512 0.376
H 3.5286 -0.0871 0.3637 0.360
H 3.0262 1.4086 0.8409 0.363
H -0.7475 -0.9489 -1.9933 0.211
H -0.4250 0.7316 -1.5655 0.198
H 2.2738 0.3939 -1.5368 0.172
H 1.3527 1.5590 -0.5488 0.182
H -1.9719 1.9027 -0.0931 0.204
H -1.2992 1.0762 1.3133 0.193
H -3.0518 1.1085 1.0454 0.217
```

Results
SMILES: C[C@H](O)C[C@H](N)CN
LUMO: 0.86 eV
HOMO-LUMO gap: 9.4 eV

***

ii) # C5H14N2O

The molecule C5H14N2O (ωB97M-V with the def2-TZVPD basis set, the OMol25 dataset).

Geometry as XYZ:
```
22
Properties=species:S:1:pos:R:3:nbo_charge:R:1
C 0.3087 0.8478 0.6952 -0.241
N -0.0519 -0.5544 0.2106 -0.625
C -0.9693 -1.1872 1.1603 -0.298
C -2.3512 -1.5418 0.5952 -0.073
O -2.6744 -2.9141 0.6554 -0.723
C 0.7601 1.5942 -0.5289 -0.231
N 2.2444 1.5614 -0.6683 -0.622
C 2.6064 2.2597 -1.9201 -0.415
H -0.6507 1.3375 0.9403 0.198
H 0.9995 0.8903 1.5328 0.202
H 0.8094 -1.0915 0.2162 0.352
H -1.1939 -0.6977 2.1528 0.195
H -0.5578 -1.9884 1.7858 0.210
H -3.1040 -1.1070 1.2895 0.169
H -2.5371 -1.0646 -0.3717 0.174
H -2.1940 -3.4500 0.0178 0.465
H 0.4102 1.2949 -1.5489 0.184
H 0.5307 2.6828 -0.4952 0.185
H 2.5878 0.6103 -0.7339 0.340
H 3.6512 2.1663 -2.1612 0.202
H 2.0204 1.8200 -2.7418 0.158
H 2.3131 3.3100 -1.8530 0.191
```

Results
SMILES: CNCCNCCO
LUMO: 1.01 eV
HOMO-LUMO gap: 9.8 eV

***

iii) # C5H14N2O

A structure of composition C5H14N2O (ωB97M-V with the def2-TZVPD basis set, the OMol25 dataset).

Geometry as XYZ:
```
22
Properties=species:S:1:pos:R:3:nbo_charge:R:1
C -0.9155 -0.0493 -0.0839 0.133
C 0.9078 0.4931 0.3605 0.119
C 1.4106 -0.3611 -0.6708 -0.238
C -1.1840 -1.5413 -0.2090 -0.653
C -1.6634 0.5123 1.1198 -0.644
N -1.2249 0.6758 -1.2894 -0.877
N 3.1041 0.1649 -0.7345 -0.920
O 1.2538 0.1317 1.6365 -0.706
H 0.9328 0.7941 2.2576 0.479
H 0.8888 1.5654 0.1520 0.174
H -1.7447 0.1495 -1.9801 0.366
H -1.7165 1.5529 -1.1519 0.366
H 3.5482 0.0874 0.1781 0.347
H 3.1630 1.1398 -1.0249 0.337
H 1.1041 -0.1227 -1.6798 0.238
H 1.5272 -1.4043 -0.4042 0.218
H -2.7465 0.4113 0.9791 0.201
H -2.2619 -1.7408 -0.2193 0.212
H -0.8042 -1.9330 -1.1522 0.212
H -0.7281 -2.0823 0.6196 0.226
H -1.4011 -0.0173 2.0350 0.215
H -1.4497 1.5737 1.2619 0.196
```

Results
LUMO: 0.72 eV
HOMO-LUMO gap: 8.2 eV

***

iv) # C5H14N2O

A cluster of 2 separate species, C5H14N2O in total (ωB97M-V with the def2-TZVPD basis set, the OMol25 dataset).

Geometry as XYZ:
```
22
Properties=species:S:1:pos:R:3:nbo_charge:R:1
C -0.1260 -1.1431 1.4882 -0.442
C 1.4365 1.7375 -0.5749 -0.689
N 0.5844 -0.5284 0.3708 -0.181
C 0.5648 1.1059 0.5249 0.358
N 1.8462 -1.1371 0.2474 -0.660
O 0.7647 1.4933 1.7029 -0.740
H 2.3272 -1.2469 1.1410 0.362
H 2.4482 -0.5712 -0.3388 0.367
H 0.4408 -1.0420 2.4193 0.219
H -1.0731 -0.6324 1.6407 0.222
H -0.2842 -2.2036 1.2837 0.203
H 2.4890 1.6604 -0.2980 0.212
H 1.2949 1.3017 -1.5656 0.188
H 1.1861 2.7967 -0.6300 0.235
C -1.0132 -0.3214 -1.1587 -0.139
C -2.4673 -0.3633 -0.8120 -0.685
H -2.6687 -1.0574 0.0053 0.227
H -2.8677 0.6163 -0.5522 0.227
H -0.7277 0.4669 -1.8440 0.202
H -0.5939 -1.2722 -1.4545 0.195
H -0.5314 1.0846 0.0815 0.078
H -3.0294 -0.7443 -1.6770 0.242
```

Results
LUMO (spin up / spin down): -0.55 / -0.56 eV
HOMO-LUMO gap (spin up / spin down): 7.2 / 7.2 eV

***

Which structure is the least stable? The one labeled iv).